1.
272
Properties=species:S:1:pos:R:3:lowdin_charge:R:1 method="wB97M-V/def2-TZVPD" orbital_gap_ev="7.9 / 9.2" multiplicity=9 homo_energy_ev="-7.59 / -9.15" s2=20.03
C -5.09197 -2.58987 -2.84488 -0.092
C -4.85670 -3.42651 -1.58709 -0.266
C -5.20547 -4.91085 -1.81263 -0.225
C -5.05944 -5.88290 -0.59820 -0.220
C -5.67584 -7.28581 -0.78663 -0.282
C -4.96200 -8.18914 -1.76577 -0.117
H -4.61011 -3.07981 -3.71391 0.071
H -4.68254 -1.57194 -2.76911 0.045
H -6.16135 -2.41731 -2.95113 0.070
H -3.79715 -3.45966 -1.32219 0.072
H -5.44431 -3.14151 -0.72101 0.094
H -4.61268 -5.28003 -2.67560 0.109
H -6.26317 -4.97061 -2.11383 0.112
H -3.97349 -5.92316 -0.37492 0.108
H -5.49087 -5.39245 0.25854 0.093
H -5.79821 -7.67057 0.25892 0.112
H -6.70338 -7.11938 -1.14575 0.101
H -5.03536 -7.76188 -2.77967 0.073
H -3.89291 -8.17864 -1.54303 0.071
H -5.40138 -9.19362 -1.81613 0.072
C -3.22431 -3.22739 3.70921 -0.106
C -1.69828 -3.00517 3.68358 -0.245
C -0.93275 -4.31562 3.28844 -0.229
C 0.55296 -4.28642 3.09612 -0.254
C 1.16318 -5.63574 2.81377 -0.261
C 2.69736 -5.55839 2.71405 -0.111
H -3.60528 -3.36329 2.70022 0.060
H -3.76495 -2.37146 4.15252 0.072
H -3.41793 -4.10280 4.35536 0.077
H -1.36502 -2.26904 2.95308 0.060
H -1.33377 -2.69682 4.68848 0.112
H -1.38635 -4.70979 2.38251 0.110
H -1.23182 -5.01982 4.05612 0.106
H 0.76168 -3.66006 2.22321 0.103
H 1.11181 -3.78562 3.91280 0.119
H 0.87600 -6.40953 3.55806 0.119
H 0.76986 -5.99317 1.85331 0.105
H 3.24921 -6.46146 2.43481 0.073
H 3.02848 -4.79096 2.03694 0.037
H 3.11210 -5.21443 3.65543 0.064
C 3.00549 2.74911 -6.97526 -0.030
C 4.09092 2.48552 -5.94130 -0.489
C 4.45388 3.74109 -5.15728 -0.112
C 5.13089 3.40530 -3.81409 -0.185
C 4.33033 2.51416 -2.99052 -0.146
C 3.91726 1.16414 -3.65243 -0.490
N 3.48860 1.44980 -5.01940 -0.137
O 2.90215 0.49923 -5.62222 -0.028
C 5.19193 0.31018 -3.72142 -0.006
C 2.80671 0.53845 -2.90802 -0.028
C 5.29678 1.86733 -6.58100 -0.029
H 2.82451 1.96294 -7.71801 0.090
H 3.33942 3.61383 -7.54255 0.087
H 2.02479 3.05101 -6.54552 0.077
H 5.09780 4.37442 -5.78937 0.125
H 3.56330 4.38664 -5.14387 0.122
H 5.35571 4.31383 -3.23322 0.119
H 6.14759 3.05908 -4.00116 0.111
H 3.42869 2.94621 -2.59120 0.116
H 4.94738 2.12462 -2.15995 0.120
H 6.11017 0.88937 -3.85218 0.079
H 5.26519 -0.14043 -2.73949 0.060
H 5.10799 -0.43522 -4.49319 0.090
H 2.66878 -0.55224 -3.12535 0.093
H 3.06975 0.54021 -1.85952 0.079
H 1.88886 1.08067 -3.01794 0.064
H 5.83687 2.48843 -7.28283 0.091
H 4.97846 0.95614 -7.11100 0.099
H 6.04217 1.52403 -5.86462 0.069
C -3.05181 4.23078 -5.31508 -0.006
C -1.94751 3.13830 -5.16746 -0.453
C -2.09038 2.28863 -3.88941 -0.135
C -1.35845 0.98601 -3.90018 -0.197
C -1.96183 0.13239 -4.98798 -0.125
C -1.89736 0.78767 -6.38872 -0.494
N -2.06977 2.23134 -6.30387 -0.110
O -2.39450 2.80085 -7.45842 -0.053
C -0.49949 0.50495 -6.93617 -0.030
C -2.92020 0.23301 -7.36051 -0.032
C -0.51337 3.67350 -5.25335 -0.016
H -3.21097 4.49426 -6.33421 0.059
H -2.86583 5.15472 -4.77400 0.080
H -4.02513 3.93719 -4.90817 0.083
H -1.75400 2.94491 -3.08199 0.115
H -3.16080 2.09598 -3.63922 0.130
H -1.44205 0.36459 -2.98900 0.100
H -0.28421 1.11858 -4.03596 0.093
H -3.02852 -0.00793 -4.79028 0.120
H -1.41915 -0.82139 -5.09944 0.104
H -0.29706 -0.55398 -7.26303 0.106
H -0.34148 1.05826 -7.87557 0.094
H 0.32485 0.74983 -6.30093 0.046
H -2.75910 -0.83094 -7.61269 0.096
H -3.93106 0.28740 -6.97448 0.081
H -2.92285 0.86706 -8.25258 0.080
H -0.32216 4.05949 -6.25208 0.084
H 0.22511 2.85430 -5.21181 0.066
H -0.41613 4.52234 -4.57333 0.092
C 3.28782 -1.26806 3.58962 -0.006
C 4.67968 -0.60659 3.41828 -0.479
C 5.85113 -1.48757 3.91175 -0.124
C 6.17164 -2.63980 2.96975 -0.163
C 6.62355 -2.04652 1.66348 -0.149
C 5.60651 -1.20229 0.95387 -0.513
N 4.87252 -0.43962 1.97629 -0.095
O 3.98199 0.41294 1.42615 -0.063
C 6.22574 -0.25639 -0.03860 -0.028
C 4.49740 -2.06149 0.31691 -0.014
C 4.78790 0.76323 4.08806 -0.030
H 3.03157 -2.03712 2.84996 0.065
H 2.47714 -0.51242 3.62458 0.075
H 3.21579 -1.80232 4.58094 0.098
H 6.69826 -0.83609 4.02909 0.110
H 5.50553 -1.81095 4.91981 0.132
H 5.29751 -3.25694 2.79914 0.096
H 6.92649 -3.32080 3.41000 0.127
H 6.89925 -2.78902 0.89908 0.131
H 7.53058 -1.39912 1.80674 0.139
H 6.89063 0.49536 0.40409 0.095
H 6.80012 -0.82989 -0.80920 0.109
H 5.49760 0.33356 -0.56260 0.045
H 4.90681 -2.57566 -0.54291 0.081
H 4.11782 -2.85077 0.97811 0.066
H 3.63332 -1.51974 -0.09515 0.075
H 5.73770 1.23173 3.96574 0.067
H 4.52585 0.62166 5.13848 0.088
H 4.07762 1.51017 3.66083 0.084
C -0.85457 -4.42850 -1.98281 -0.015
C -0.46386 -4.06309 -3.41134 -0.477
C 0.69652 -2.98602 -3.29311 -0.115
C 2.01353 -3.47786 -2.72626 -0.166
C 2.52136 -4.50106 -3.75669 -0.108
C 1.55137 -5.71940 -3.84975 -0.489
N 0.12706 -5.24877 -3.98030 -0.119
O -0.69367 -6.20404 -4.39449 -0.042
C 1.79189 -6.62833 -4.99651 -0.054
C 1.64077 -6.54577 -2.56208 -0.032
C -1.57835 -3.55234 -4.29178 -0.012
H -0.05706 -4.47398 -1.24033 0.064
H -1.26886 -5.46540 -2.03222 0.106
H -1.63170 -3.79729 -1.57097 0.054
H 0.73202 -2.42818 -4.23471 0.125
H 0.14827 -2.32375 -2.61879 0.089
H 1.88308 -3.95260 -1.76483 0.086
H 2.76081 -2.68111 -2.55918 0.098
H 3.43634 -5.01129 -3.45262 0.115
H 2.69185 -4.00950 -4.74491 0.135
H 1.02618 -7.38161 -5.12526 0.080
H 1.79493 -6.09185 -5.94892 0.094
H 2.76918 -7.10688 -4.96358 0.092
H 2.55132 -7.18758 -2.43147 0.104
H 1.39831 -5.99551 -1.63561 0.066
H 0.81907 -7.28035 -2.65577 0.092
H -2.50991 -4.14033 -4.36760 0.090
H -1.28310 -3.33760 -5.29227 0.082
H -1.84765 -2.62826 -3.78831 0.065
C -1.54417 2.75471 7.41526 -0.030
C -0.28324 2.02127 6.98243 -0.494
C 0.11627 2.46907 5.52677 -0.112
C 1.55722 2.26486 5.16256 -0.190
C 2.39848 2.94855 6.18381 -0.123
C 2.20313 2.41027 7.61230 -0.496
N 0.77872 2.32305 7.90765 -0.118
O 0.51984 2.16390 9.18457 -0.033
C 2.78685 1.01124 7.82124 -0.005
C 2.80837 3.33579 8.60705 -0.039
C -0.53057 0.50484 6.92737 -0.023
H -1.60656 3.83644 7.27668 0.088
H -1.69222 2.57618 8.46945 0.072
H -2.46705 2.38318 6.95918 0.088
H -0.59428 1.86409 4.95403 0.120
H -0.05972 3.54274 5.55703 0.121
H 1.65932 2.66999 4.15718 0.101
H 1.80816 1.22837 5.12448 0.078
H 2.16200 4.01422 6.30480 0.128
H 3.46672 2.89262 5.95502 0.108
H 3.84315 1.11199 7.96378 0.078
H 2.38415 0.55048 8.69220 0.082
H 2.59883 0.39080 6.95702 0.062
H 2.46337 3.09569 9.60437 0.083
H 3.90122 3.30655 8.64939 0.095
H 2.58943 4.37070 8.45206 0.082
H 0.33088 -0.04865 6.48688 0.084
H -1.43559 0.21967 6.36660 0.087
H -0.67232 0.20021 7.97184 0.089
C 0.23798 1.25564 1.47474 -0.016
C -0.13339 1.08602 -0.02409 -0.435
C 0.32046 -0.26783 -0.56787 -0.127
C -0.45476 -1.43437 0.05314 -0.151
C -1.89551 -1.30033 -0.36730 -0.142
C -2.55452 -0.00516 0.08919 -0.465
N -1.63303 1.12969 -0.04795 -0.132
O -2.19039 2.28161 0.01539 -0.032
C -3.83485 0.28845 -0.73067 -0.015
C -2.94486 -0.06860 1.56097 -0.011
C 0.41674 2.27203 -0.82472 -0.022
H 0.03781 0.38800 2.14471 0.078
H -0.35198 2.10521 1.86592 0.093
H 1.32458 1.50793 1.56389 0.078
H 0.35656 -0.20257 -1.66419 0.094
H 1.38253 -0.42471 -0.38190 0.106
H -0.37885 -1.39240 1.14637 0.088
H 0.00145 -2.36566 -0.29405 0.092
H -2.54106 -2.05435 0.06771 0.108
H -2.04366 -1.47797 -1.43724 0.105
H -3.71002 0.32417 -1.81723 0.068
H -4.56550 -0.46544 -0.53032 0.062
H -4.29239 1.23104 -0.43895 0.082
H -3.16424 0.93078 1.95791 0.098
H -3.83343 -0.73197 1.72089 0.100
H -2.16831 -0.52960 2.17983 0.052
H 1.49250 2.38351 -0.66486 0.075
H -0.03908 3.19129 -0.46698 0.070
H 0.21910 2.26627 -1.93183 0.081
C 3.25653 6.73296 1.04693 -0.014
C 3.32662 5.24498 1.51312 -0.526
C 4.08187 4.44462 0.46845 -0.141
C 5.56580 4.66932 0.54321 -0.173
C 6.04857 4.33530 1.92961 -0.133
C 5.36850 5.06424 3.08119 -0.498
N 3.96347 5.06388 2.76905 -0.079
O 3.20020 5.58346 3.78950 -0.028
C 5.59715 4.32781 4.39554 -0.011
C 5.83890 6.54748 3.14659 -0.005
C 1.89981 4.72329 1.63188 -0.023
H 4.18813 7.23240 0.73032 0.077
H 2.91450 7.24695 1.93047 0.079
H 2.51402 6.91177 0.26636 0.089
H 3.83834 3.41080 0.65887 0.113
H 3.60339 4.85383 -0.43819 0.128
H 5.82190 5.67103 0.23834 0.107
H 6.12369 4.03277 -0.14923 0.111
H 7.09915 4.62910 2.00096 0.125
H 5.98300 3.24953 2.07963 0.120
H 6.66450 4.43577 4.60154 0.099
H 5.00088 4.71751 5.22285 0.082
H 5.31639 3.29224 4.27255 0.041
H 5.47736 7.17097 2.34700 0.056
H 5.43538 7.02573 4.05625 0.094
H 6.91008 6.72069 3.21321 0.083
H 1.25844 5.36211 2.21557 0.082
H 1.85150 3.75297 2.12719 0.067
H 1.41559 4.73631 0.65077 0.084
C -8.48290 -1.33621 0.03836 -0.027
C -8.81874 0.15870 0.18301 -0.501
C -10.27192 0.46659 0.26642 -0.148
C -10.54040 1.84786 0.86927 -0.167
C -9.97667 1.95448 2.28303 -0.138
C -8.49506 1.72830 2.27729 -0.510
N -8.11094 0.55778 1.42596 -0.160
O -6.93144 0.21030 1.46161 -0.029
C -7.80752 2.96830 1.74942 -0.026
C -8.00814 1.36426 3.66793 -0.027
C -8.19423 0.93892 -0.99013 -0.020
H -8.77883 -1.69776 -0.96897 0.091
H -8.98764 -1.92711 0.81763 0.090
H -7.40904 -1.60478 0.07073 0.072
H -10.77430 0.26038 -0.70891 0.137
H -10.70769 -0.36658 0.85281 0.124
H -11.61059 2.02030 0.93370 0.107
H -10.18289 2.64902 0.18480 0.111
H -10.41242 1.12280 2.89696 0.136
H -10.11284 2.91846 2.73803 0.121
H -8.21867 3.44771 0.85113 0.083
H -7.79033 3.77383 2.49616 0.091
H -6.75304 2.76932 1.60264 0.085
H -7.97758 2.25452 4.31007 0.093
H -8.64804 0.59899 4.14037 0.093
H -7.01207 0.95827 3.66185 0.071
H -7.10108 0.91767 -1.00059 0.079
H -8.51322 1.98601 -1.17395 0.082
H -8.62731 0.47796 -1.89956 0.090

---

2.
34
Properties=species:S:1:pos:R:3:lowdin_charge:R:1 method="wB97M-V/def2-TZVPD" orbital_gap_ev=3.2 multiplicity=1 charge=+1 homo_energy_ev=-10.95
O -1.10695 0.12589 -1.67570 0.083
C -0.39788 -0.28934 -2.73444 -0.156
O -0.46220 0.57381 -3.95995 0.026
C 0.48400 -1.66730 -2.83803 -0.107
F 1.10037 -1.74561 -4.18267 0.041
F -0.50351 -2.80321 -2.70962 0.051
C 1.62414 -1.85584 -1.67594 -0.089
F 1.02277 -2.35808 -0.39216 0.071
F 2.51543 -2.98140 -2.14711 0.045
C 2.60454 -0.56334 -1.44230 -0.135
F 1.92908 0.60274 -0.77701 0.010
F 3.65381 -1.01206 -0.45263 0.048
C 3.40505 -0.04533 -2.77603 -0.307
O 3.93407 -0.85670 -3.72989 0.091
S 3.71255 1.81588 -3.07488 1.106
H 0.46638 0.99580 -3.99201 0.120
H 2.70395 2.58780 -2.47678 0.041
H 4.99350 2.10566 -2.52343 0.076
C -1.97595 -0.71699 1.11839 -0.112
O -1.40034 -0.87264 2.40999 -0.190
C -0.56903 0.23406 2.77143 -0.197
C -1.28389 1.16820 3.75244 -0.193
O -2.38388 1.83571 3.12530 -0.197
C -3.63730 1.25988 3.47975 -0.106
H -2.74572 -1.48238 0.98996 0.098
H -2.44149 0.26592 0.99737 0.087
H -1.20940 -0.85959 0.35058 0.044
H -0.23642 0.78160 1.88011 0.116
H 0.31551 -0.18116 3.26533 0.121
H -0.58152 1.94456 4.07310 0.122
H -1.61343 0.62264 4.64615 0.129
H -3.88594 1.52651 4.51204 0.090
H -3.62809 0.17272 3.37060 0.084
H -4.40222 1.67158 2.81804 0.090

---

3.
10
Properties=species:S:1:pos:R:3:lowdin_charge:R:1 method="wB97M-V/def2-TZVPD" orbital_gap_ev="9.0 / 9.0" multiplicity=1 homo_energy_ev="-8.86 / -8.86" relative_energy_ev=2.945
C -0.35727 -1.18617 -0.04199 -0.169
N 0.51312 1.75941 -0.16319 -0.112
O 0.40777 -0.83201 1.07925 -0.554
P 1.67861 0.11773 1.09149 0.587
Cl 2.81853 -0.38322 -0.50117 0.190
H 0.31797 -0.81509 -0.83216 0.025
H -1.42412 -0.83668 0.04885 0.111
H -0.37703 -2.25224 -0.04009 0.070
H 0.19968 2.30888 0.57304 -0.094
H 1.21167 2.29174 -0.66003 -0.055